Below is an isolated ion of composition C11H11ClN3 and charge +1, with properties calculated with ωB97M-V/def2-TZVPD.

The geometry in XYZ format:
```
26
Properties=species:S:1:pos:R:3:lowdin_charge:R:1
C -3.5402 -1.1890 0.5167 -0.0501
C -3.2299 -2.5547 0.6373 -0.0085
C 1.1309 1.5039 -1.7382 0.0340
C -2.6141 -0.2458 0.3150 -0.0462
C -0.1005 0.9182 -1.4284 0.0637
C -1.9123 -2.9021 0.6334 -0.1354
C 1.9686 0.9673 0.3250 0.0181
C 2.2768 1.3486 -0.9858 -0.2241
C -1.2824 -0.7451 0.2604 -0.3057
C -0.1836 0.2103 -0.2389 -0.0758
C 3.6524 1.8260 -1.2044 -0.0263
N -0.9884 -2.0418 0.3993 0.1162
N 0.8825 0.3012 0.6470 -0.0972
N 0.8121 -0.1966 1.9207 -0.3262
Cl -0.6684 0.2004 2.7531 0.7535
H -4.6246 -1.1531 0.5560 0.1223
H -4.1086 -3.0935 0.7287 0.0929
H 1.2440 2.0250 -2.6662 0.1313
H -2.6716 0.7720 0.1262 0.0999
H -0.9748 0.9791 -2.0189 0.1277
H -1.5504 -3.8775 0.8155 0.1115
H 2.8585 0.9616 1.0082 0.1639
H 4.0766 1.1121 -1.8989 0.0992
H 3.6783 2.7804 -1.7484 0.0979
H 4.2027 2.0796 -0.2034 0.1348
H 1.6665 0.0134 2.4890 0.1286
```

The calculation puts the energy relative to the best compared isomer or geometry (same formula, charge and spin) at 40.8 kcal/mol. The value obtained for the HOMO energy is -12.758 eV. The value obtained for the frontier orbital gap is 8.346 eV. For the maximum force, the calculation gives 4.4 eV/Å. The net charge is +1.